C29H19F5MnN3O2S | ωB97M-V with the def2-TZVPD basis set

Atoms and positions in Å:
Mn 0.2596 0.5114 1.8093
C 4.3065 -0.9167 0.7873
O 3.3075 -1.9897 0.6297
C 2.1600 -1.4253 0.9379
N 2.1408 -0.2332 1.3950
C 3.5378 0.2074 1.5177
C 3.7956 1.5843 0.9649
C 2.7864 2.3762 0.4381
C 3.0624 3.6516 -0.0425
C 4.3567 4.1407 -0.0027
C 5.3756 3.3491 0.5140
C 5.0966 2.0820 0.9962
C 0.8782 -2.1180 0.7288
C 0.6473 -3.4118 0.2970
C -0.6789 -3.7949 0.1127
C -1.7188 -2.8896 0.3130
C -1.3799 -1.6175 0.7371
N -0.1181 -1.2713 0.9665
C -2.2526 -0.4427 0.9192
N -1.7314 0.6997 1.1637
C -2.8473 1.6811 1.2054
C -4.0887 0.7720 1.1393
O -3.5547 -0.5542 0.7924
C -2.7465 2.6039 2.3965
C -1.5161 3.1821 2.6989
C -1.3747 4.0435 3.7724
C -2.4790 4.3602 4.5521
C -3.7158 3.8230 4.2363
C -3.8491 2.9501 3.1639
H 4.6225 -0.6271 -0.2139
H 5.1424 -1.3278 1.3438
H 3.7742 0.1965 2.5865
H 1.7680 1.9974 0.3569
H 2.2649 4.2552 -0.4540
H 4.5754 5.1315 -0.3759
H 6.3895 3.7233 0.5472
H 5.8991 1.4833 1.4110
H 1.4697 -4.0864 0.1112
H -0.9032 -4.8034 -0.2077
H -2.7512 -3.1584 0.1428
H -2.7840 2.2863 0.2957
H -4.7977 1.0423 0.3630
H -4.5966 0.6588 2.0944
H -0.6491 2.9861 2.0679
H -0.4059 4.4674 3.9981
H -2.3755 5.0311 5.3937
H -4.5840 4.0791 4.8275
H -4.8325 2.5566 2.9406
F -2.3313 -5.0130 3.2701
C -1.7466 -3.8341 3.4554
C -0.3643 -3.7388 3.4898
F 0.3779 -4.8316 3.3260
C 0.2351 -2.5029 3.6687
F 1.5741 -2.4652 3.6434
C -0.4999 -1.3338 3.8260
S 0.2745 0.2447 4.0448
C -1.8845 -1.4634 3.7655
F -2.6723 -0.3815 3.8423
C -2.5107 -2.6868 3.5910
F -3.8381 -2.7625 3.5276

Results
LUMO energy (spin up / spin down)	-4.1 / -4.0	eV
expectation value of S²	0.768
spin multiplicity	2
charge	+1

C29H19N5ORhS4 | ωB97M-V with the def2-TZVPD basis set

Atoms and positions in Å:
Rh 0.2321 1.3426 0.1487
C -0.7701 -3.6848 0.8468
C 0.3620 -4.0985 1.4139
C 1.2633 -3.1713 2.0777
C 1.0659 -1.8410 1.9992
N -0.1117 -1.3297 1.4396
C -1.1665 -2.2477 0.9295
N 2.0287 -1.0183 2.5383
C 2.1420 0.2498 2.5102
N 1.4196 1.3007 1.9215
C 2.0706 2.4674 2.2355
N 1.8381 3.7103 1.9613
C 0.7773 4.2111 1.2670
C 0.5598 5.5981 1.4083
C -0.5110 6.1966 0.7994
C -1.3764 5.4055 0.0423
C -1.0884 4.0688 -0.0816
N -0.0296 3.4710 0.4948
C 3.2557 2.1803 3.0739
C 4.2023 3.0184 3.6331
C 5.2164 2.4247 4.3737
C 5.2643 1.0389 4.5421
C 4.3011 0.2132 3.9765
C 3.3010 0.8201 3.2393
H -1.4190 -4.3591 0.2994
H 0.6440 -5.1437 1.3542
H 2.1376 -3.5181 2.6079
H -2.0947 -2.1270 1.5039
H 1.2659 6.1440 2.0168
H -0.6823 7.2606 0.9065
H -2.2431 5.8163 -0.4552
H -1.7152 3.4254 -0.6819
H 4.1438 4.0887 3.4865
H 5.9846 3.0395 4.8264
H 6.0697 0.6043 5.1217
H 4.3206 -0.8621 4.0929
S 1.4604 2.4343 -4.0593
C 0.9934 1.9758 -2.5507
S 2.0353 1.8080 -1.1832
S -0.5899 1.5352 -2.0281
C -3.3366 -4.9788 -4.6080
C -4.2464 -4.2050 -5.5249
O -4.8606 -4.7136 -6.4283
S -4.4452 -2.4485 -5.2712
C -3.4738 -2.1112 -3.8273
C -2.1616 -1.6579 -3.9533
C -1.3932 -1.4144 -2.8306
C -1.9217 -1.5868 -1.5445
C -3.2387 -2.0469 -1.4365
C -4.0102 -2.2967 -2.5590
C -1.1258 -1.4101 -0.3427
C -0.1492 -0.6136 0.1836
H -3.1112 -5.9313 -5.0815
H -3.8535 -5.1583 -3.6634
H -2.4240 -4.4313 -4.3787
H -1.7405 -1.5126 -4.9404
H -0.3662 -1.0958 -2.9344
H -3.6666 -2.1958 -0.4520
H -5.0326 -2.6397 -2.4559

Results
LUMO energy	1.9	eV
charge	-1

C29H20F5IrN2O5S | ωB97M-V with the def2-TZVPD basis set

Atoms and positions in Å:
Ir 0.7342 -0.3740 -0.2836
O -0.9848 0.1060 1.5224
S -2.1476 0.1810 0.6591
O -3.2873 -0.6316 0.9356
N -1.4434 -0.2407 -0.7992
C -1.9372 -0.9328 -1.8080
C -3.2931 -1.2766 -1.9840
C -3.6897 -2.0165 -3.0845
C -2.7833 -2.4222 -4.0466
C -1.4093 -2.1184 -3.9162
C -0.4337 -2.5274 -4.8464
C 0.8856 -2.2392 -4.5936
C 1.2269 -1.5689 -3.4158
N 0.3294 -1.1447 -2.5476
C -0.9728 -1.3928 -2.7804
C -2.6715 1.8625 0.3831
C -1.7733 2.8997 0.5442
C -2.2071 4.1998 0.3375
C -3.5203 4.4426 -0.0356
C -4.4076 3.3900 -0.2068
C -3.9841 2.0886 0.0060
H -3.9980 -0.9800 -1.2263
H -4.7285 -2.2943 -3.1819
H -3.1110 -3.0074 -4.8924
H -0.7333 -3.0606 -5.7364
H 1.6591 -2.5225 -5.2868
H 2.2608 -1.3796 -3.1750
H -0.7564 2.6838 0.8291
H -1.5198 5.0214 0.4711
H -3.8539 5.4571 -0.1904
H -5.4283 3.5831 -0.4981
H -4.6604 1.2545 -0.0868
C 3.9400 0.1589 -1.9334
O 3.1051 0.2784 -0.7937
H 4.2032 -0.8831 -2.1333
H 4.8623 0.7278 -1.7777
H 3.3989 0.5904 -2.7730
H 3.5706 -0.1079 -0.0360
O 1.9814 0.0411 1.7447
C 1.5927 1.2272 1.6837
O 1.0949 1.6853 0.6243
C 1.6887 2.1160 2.8707
C 1.8146 1.5701 4.1432
C 1.8308 2.4138 5.2417
C 1.7020 3.7837 5.0675
C 1.5849 4.3239 3.7958
C 1.5740 3.4912 2.6917
H 1.8787 0.5005 4.2601
H 1.9444 2.0033 6.2327
H 1.6883 4.4386 5.9254
H 1.5014 5.3927 3.6623
H 1.4803 3.8957 1.6949
F -1.0754 -2.6804 0.7597
C 0.1814 -3.1328 0.9352
C 1.2321 -2.4264 0.3644
C 2.4904 -2.9961 0.4886
F 3.5487 -2.3825 -0.0798
C 2.7148 -4.2049 1.1384
F 3.9392 -4.7292 1.1838
C 1.6437 -4.8622 1.7406
F 1.8377 -6.0031 2.3929
C 0.3630 -4.3224 1.6324
F -0.6734 -4.9474 2.1863

Results
LUMO energy (spin up / spin down)	-5.9 / -6.1	eV
expectation value of S²	1.076
spin multiplicity	2
charge	+1

Looking at molar mass for the records above, in order, we have 623.485 684.679 795.762 g mol⁻¹.